Entry 1:
Computed, not measured: a single C6H9N molecule, with ωB97M-V with the def2-TZVPD basis set.

Its SMILES is Cc1ccc(C)[nH]1. For the energy relative to the best compared isomer or geometry (same formula, charge and spin), the calculation gives 39.0 kJ/mol. For the gap between HOMO and LUMO, the calculation gives 8.657 eV. Its total energy is -7857.755 eV.

Element x y z (Å)
C1 -2.401 -0.434 0.258
C2 -1.160 0.196 -0.294
C3 -0.682 1.474 -0.125
C4 0.741 1.400 -0.068
C5 1.102 0.087 -0.259
C6 2.388 -0.660 -0.076
N1 -0.061 -0.617 -0.429
H1 -2.117 -0.806 1.251
H2 -3.206 0.288 0.403
H3 -2.780 -1.286 -0.315
H4 -1.290 2.361 0.014
H5 1.410 2.204 0.207
H6 2.927 -0.884 -1.005
H7 3.057 -0.095 0.581
H8 2.170 -1.612 0.431
H9 -0.100 -1.613 -0.576

Löwdin population analysis, charges in e, atoms 1 to 4: C -0.05; C -0.34; C -0.07; C -0.06


Entry 2:
Computed, not measured: a single C10H13NS molecule, with ωB97M-V with the def2-TZVPD basis set.

Its SMILES is CS[C@@H]1C=CN=CC1=C=C(C)C. For the energy relative to the best compared isomer or geometry (same formula, charge and spin), the calculation gives 263.3 kJ/mol. For the gap between HOMO and LUMO, the calculation gives 8.041 eV. Its total energy is -22902.040 eV.

Element x y z (Å)
C1 0.957 -2.410 0.509
C2 0.151 -1.191 0.736
C3 1.810 -2.458 -0.494
C4 1.332 -0.280 -1.303
C5 0.200 -0.252 -0.329
C6 -0.873 0.506 -0.662
C7 -1.775 1.421 -0.870
C8 -1.945 2.499 0.215
C9 -2.929 1.314 -1.865
C10 2.562 -0.379 2.071
N1 2.013 -1.412 -1.335
S1 0.768 -0.322 2.377
H1 0.792 -3.308 1.106
H2 -0.762 -1.639 1.241
H3 2.359 -3.300 -0.691
H4 1.536 0.562 -1.970
H5 -2.119 3.450 -0.326
H6 -2.655 1.992 0.985
H7 -0.944 2.591 0.678
H8 -3.140 0.317 -1.963
H9 -3.709 1.777 -1.451
H10 -2.616 1.693 -2.844
H11 2.963 -1.413 2.060
H12 3.133 0.122 3.006
H13 2.890 0.121 1.119

Löwdin population analysis, charges in e, atoms 1 to 4: C -0.13; C -0.49; C -0.18; C -0.05